[1]
Density functional theory data (the ωB97M-V functional and the def2-TZVPD basis) for C28H44MnN2O2SSi2Te as an isolated structure.

```
! wB97M-V def2-TZVPD RIJCOSX def2/J DEFGRID3
* xyz 2 2
Mn 0.88 0.36 0.25
C 4.32 0.68 -1.50
O 2.96 0.42 -1.03
C 2.62 -0.32 0.00
C 3.61 -1.24 0.60
H 4.95 0.97 -0.66
H 4.21 1.50 -2.20
H 4.70 -0.20 -2.00
H 4.65 -0.96 0.45
H 3.45 -2.21 0.11
H 3.40 -1.39 1.66
N -1.28 -0.86 2.21
C -0.25 -0.34 2.90
C -0.30 -0.27 4.31
C 0.75 0.28 4.99
C 1.85 0.78 4.28
C 1.84 0.67 2.92
N 0.81 0.12 2.22
H -2.08 -1.24 2.69
H -1.25 -0.95 1.20
H -1.16 -0.66 4.83
H 0.72 0.34 6.07
H 2.70 1.23 4.78
H 2.66 1.05 2.33
C -3.70 -0.18 0.02
Si -3.38 -1.80 -0.86
C -3.01 -3.17 0.36
C -4.83 -2.28 -1.92
C -1.95 -1.52 -2.08
Te 0.12 -1.39 -1.57
C 0.44 -3.36 -0.82
Si 1.25 -4.51 -2.11
C 0.26 -4.45 -3.68
C 2.98 -3.85 -2.38
C 1.26 -6.22 -1.36
H -4.39 -0.31 0.87
H -4.16 0.55 -0.66
H -2.78 0.27 0.40
H -3.82 -3.22 1.09
H -2.07 -3.07 0.90
H -2.99 -4.14 -0.15
H -5.74 -2.38 -1.33
H -4.66 -3.24 -2.42
H -5.03 -1.53 -2.70
H -2.13 -0.59 -2.62
H -1.94 -2.31 -2.83
H -0.53 -3.71 -0.48
H 1.07 -3.25 0.06
H 0.15 -3.44 -4.08
H -0.74 -4.87 -3.55
H 0.75 -5.04 -4.46
H 2.97 -2.77 -2.55
H 3.45 -4.31 -3.25
H 3.63 -4.07 -1.52
H 0.24 -6.58 -1.20
H 1.78 -6.24 -0.41
H 1.76 -6.93 -2.03
O -0.64 1.58 0.08
S -1.21 2.81 0.81
C 0.22 3.58 1.52
C 1.42 3.65 0.81
C 2.52 4.24 1.41
C 2.42 4.76 2.70
C 1.22 4.68 3.39
C 0.11 4.08 2.80
C -1.68 3.93 -0.47
C -2.70 4.81 -0.15
C -3.09 5.75 -1.11
C -2.47 5.77 -2.35
C -1.46 4.86 -2.65
C -1.05 3.93 -1.70
H 1.48 3.29 -0.21
H 3.45 4.32 0.86
H 3.27 5.23 3.15
H 1.14 5.08 4.39
H -0.82 4.00 3.35
H -3.20 4.78 0.81
H -3.88 6.45 -0.89
H -2.77 6.49 -3.09
H -0.99 4.87 -3.63
H -0.28 3.21 -1.93
*
```

The LUMO energy (alpha / beta) is -0.21252 / -0.20549 Ha. As for the HOMO-LUMO gap (alpha / beta): 8.111 / 8.205 eV.

[2]
Density functional theory data (the ωB97M-V functional and the def2-TZVPD basis) for one molecule with the formula C7H9N3O3 at a distorted geometry.

```
! wB97M-V def2-TZVPD RIJCOSX def2/J DEFGRID3
* xyz 0 1
N 2.58 0.16 1.53
C 1.76 0.66 0.56
O 2.14 1.10 -0.48
C 0.31 0.60 0.86
C -0.68 1.58 0.27
C -1.88 1.18 -0.08
C -2.55 -0.12 0.09
C -1.82 -1.20 0.01
C -0.30 -1.16 -0.33
N -0.10 -0.80 -1.62
N 0.69 -1.97 0.22
O 1.71 -2.09 -0.39
O 0.40 -2.40 1.30
H 2.24 -0.70 1.92
H 3.56 0.05 1.27
H 0.20 -0.01 1.73
H -0.47 2.58 0.16
H -2.53 1.95 -0.50
H -3.66 -0.15 0.17
H -2.23 -2.18 -0.09
H 0.87 -0.57 -1.56
H -0.71 0.01 -1.98
*
```

The value obtained for the energy above the lowest of the compared OMol25 structures with the same formula, charge and spin is 158.90 kcal/mol. The LUMO energy (alpha / beta) is -0.03597 / -0.03597 Ha. Its SMILES is NC(=O)/C=C/C=C\C=C(/N)[N+](=O)[O-]. As for the HOMO-LUMO gap (alpha / beta): 7.494 / 7.493 eV.

[3]
Density functional theory data (the ωB97M-V functional and the def2-TZVPD basis) for C16H15Cl4FeNO3 as an isolated structure.

```
! wB97M-V def2-TZVPD RIJCOSX def2/J DEFGRID3
* xyz -1 2
Fe -0.10 -0.35 -0.39
Cl -3.66 -1.25 3.00
C -2.60 0.11 2.81
C -2.66 1.14 3.74
C -1.86 2.25 3.65
Cl -1.98 3.52 4.84
C -0.94 2.37 2.58
C -0.08 3.47 2.35
C 0.75 3.47 1.27
C 0.75 2.35 0.40
N -0.03 1.32 0.61
C -0.88 1.32 1.66
C -1.72 0.14 1.72
O -1.60 -0.74 0.81
H -3.37 1.05 4.56
H -0.10 4.31 3.04
H 1.41 4.30 1.05
H 1.41 2.33 -0.46
Cl -2.96 -1.37 -4.81
C -1.71 -0.96 -3.63
Cl -0.10 -0.95 -4.44
C -1.93 0.41 -2.92
O -2.64 1.23 -3.45
O -1.29 0.50 -1.82
H -1.68 -1.77 -2.91
C 3.11 -2.73 -0.52
C 1.89 -1.84 -0.66
C 2.22 -0.62 -1.55
C 0.72 -2.63 -1.31
C 1.30 -1.21 0.58
H 3.43 -3.13 -1.49
H 2.90 -3.58 0.14
H 3.94 -2.17 -0.10
H 2.44 -0.88 -2.59
H 3.05 -0.06 -1.11
H 1.39 0.13 -1.62
H 0.88 -2.82 -2.37
H -0.28 -2.14 -1.23
H 0.56 -3.57 -0.77
H 2.02 -0.94 1.36
*
```

The value obtained for the energy above the lowest of the compared OMol25 structures with the same formula, charge and spin is 18.99 kcal/mol. The LUMO energy (alpha / beta) is 0.09807 / 0.09800 Ha. As for the HOMO-LUMO gap (alpha / beta): 6.652 / 7.212 eV.

[4]
Density functional theory data (the ωB97M-V functional and the def2-TZVPD basis) for C3H5O2SSi as an isolated structure at a distorted geometry.

```
! wB97M-V def2-TZVPD RIJCOSX def2/J DEFGRID3
* xyz -1 1
C -3.48 0.81 0.05
C -2.35 1.16 -0.17
C -0.29 -1.26 0.20
O -0.50 -1.72 -0.85
O -0.31 -1.28 1.37
Si 2.57 0.10 -0.02
S 0.73 0.78 -0.45
H -4.28 0.16 0.08
H -1.38 1.28 -0.55
H 2.96 -1.15 -0.72
H 3.61 1.10 -0.36
H 2.72 0.02 1.41
*
```

The value obtained for the energy above the lowest of the compared OMol25 structures with the same formula, charge and spin is 7.53 kcal/mol. The LUMO energy is 0.13765 Ha. As for the HOMO-LUMO gap: 7.996 eV.

[5]
Density functional theory data (the ωB97M-V functional and the def2-TZVPD basis) for a 11-piece molecular cluster, H22O11 overall at a distorted geometry.

```
! wB97M-V def2-TZVPD RIJCOSX def2/J DEFGRID3
* xyz 0 1
O -0.14 -0.01 -0.33
H 0.12 0.90 -0.06
H -0.96 -0.09 0.05
O -0.62 -2.81 -0.05
H -1.25 -3.39 0.43
H -0.64 -1.97 0.44
O 2.31 -1.04 0.70
H 1.40 -0.80 0.56
H 2.53 -0.47 1.49
O 1.17 -2.51 -2.15
H 0.43 -2.42 -1.56
H 1.58 -3.35 -1.84
O -2.61 -2.23 -1.94
H -2.37 -2.86 -2.61
H -1.90 -2.44 -1.37
O -1.93 3.39 0.38
H -1.29 4.06 0.56
H -1.72 2.79 1.06
O 3.86 1.96 0.26
H 2.96 1.79 0.20
H 4.18 1.72 -0.60
O 0.84 2.11 1.15
H 0.37 2.33 1.92
H 0.88 2.89 0.66
O -0.45 -1.06 2.51
H -0.69 -0.12 2.53
H -1.28 -1.37 2.88
O -2.72 0.01 0.39
H -3.17 -0.75 0.67
H -2.81 0.18 -0.59
O 1.43 2.18 -1.87
H 1.98 1.38 -1.88
H 0.53 1.99 -2.00
*
```

The value obtained for the energy above the lowest of the compared OMol25 structures with the same formula, charge and spin is 56.22 kcal/mol. The LUMO energy is -0.01832 Ha. Its SMILES is O.O.O.O.O.O.O.O.O.O.O. As for the HOMO-LUMO gap: 9.911 eV.

[6]
Density functional theory data (the ωB97M-V functional and the def2-TZVPD basis) for one molecule with the formula C29H44N4O6.

```
! wB97M-V def2-TZVPD RIJCOSX def2/J DEFGRID3
* xyz 0 1
C 4.28 3.80 0.75
O 4.19 3.01 -0.41
C 2.96 2.73 -0.92
C 1.77 3.31 -0.48
C 0.57 2.98 -1.09
C 0.54 2.07 -2.13
C 1.72 1.48 -2.56
C 2.93 1.80 -1.97
C 4.21 1.11 -2.36
N 4.66 0.29 -1.26
C 4.53 -1.05 -1.24
O 4.25 -1.71 -2.22
C 4.70 -1.63 0.17
N 3.40 -1.50 0.83
C 2.96 -0.33 1.33
O 3.68 0.64 1.45
C 1.50 -0.35 1.75
C 0.59 -0.52 0.53
C -0.88 -0.45 0.96
N -1.15 0.82 1.59
C -1.89 1.85 1.14
O -1.95 2.91 1.74
C -2.72 1.63 -0.14
C -3.28 2.97 -0.65
C -4.81 2.86 -0.49
C -4.96 1.74 0.54
N -3.89 0.82 0.18
C -4.09 -0.39 -0.39
O -3.22 -0.99 -0.98
O -5.34 -0.83 -0.17
C -5.73 -2.15 -0.62
C -4.87 -3.22 0.05
C -5.64 -2.25 -2.14
C -7.19 -2.27 -0.16
C -0.35 1.01 2.79
C 1.14 0.97 2.45
C 5.21 -3.08 0.19
C 5.65 -3.46 1.61
C 4.18 -4.08 -0.34
H 5.35 3.86 0.98
H 3.76 3.33 1.58
H 3.90 4.81 0.58
H 1.77 4.02 0.33
H -0.34 3.43 -0.73
H -0.40 1.81 -2.60
H 1.70 0.75 -3.36
H 4.98 1.85 -2.59
H 4.06 0.46 -3.22
H 4.76 0.78 -0.38
H 5.40 -1.00 0.73
H 2.74 -2.24 0.63
H 1.34 -1.18 2.44
H 0.80 0.27 -0.19
H 0.76 -1.48 0.04
H -1.09 -1.24 1.69
H -1.53 -0.61 0.10
H -2.13 1.11 -0.90
H -2.90 3.77 -0.01
H -2.99 3.17 -1.68
H -5.27 2.56 -1.43
H -5.26 3.79 -0.16
H -4.77 2.12 1.55
H -5.92 1.24 0.51
H -3.84 -3.13 -0.28
H -5.24 -4.21 -0.21
H -4.91 -3.11 1.13
H -6.23 -1.46 -2.60
H -4.61 -2.14 -2.46
H -6.02 -3.21 -2.47
H -7.79 -1.49 -0.62
H -7.59 -3.24 -0.45
H -7.25 -2.17 0.92
H -0.59 0.21 3.51
H -0.61 1.97 3.22
H 1.38 1.79 1.77
H 1.74 1.09 3.35
H 6.08 -3.11 -0.47
H 6.45 -2.81 1.95
H 4.82 -3.37 2.30
H 6.01 -4.49 1.63
H 4.66 -5.05 -0.49
H 3.79 -3.75 -1.29
H 3.37 -4.23 0.37
*
```

The value obtained for the energy above the lowest of the compared OMol25 structures with the same formula, charge and spin is 1.43 kcal/mol. The LUMO energy is 0.02294 Ha. Its SMILES is COc1ccccc1CNC(=O)[C@@H](NC(=O)C1CCN(C(=O)[C@@H]2CCCN2C(=O)OC(C)(C)C)CC1)C(C)C. As for the HOMO-LUMO gap: 9.167 eV.

[7]
Density functional theory data (the ωB97M-V functional and the def2-TZVPD basis) for C8H13ClCoO4 as an isolated structure at a distorted geometry.

```
! wB97M-V def2-TZVPD RIJCOSX def2/J DEFGRID3
* xyz 0 4
C 0.58 1.40 -0.44
C -1.90 -0.43 0.07
C 0.93 0.54 -1.56
H 1.19 2.32 -0.53
C -1.19 -1.48 -0.35
H -2.38 -0.42 1.06
H 1.99 0.52 -1.77
H -1.08 -2.36 0.31
C 0.09 -0.34 -2.34
H 0.77 -0.73 -3.12
H -0.71 0.22 -2.85
C -0.90 1.89 -0.39
H -1.01 2.68 -1.14
H -1.10 2.36 0.58
C -2.02 0.87 -0.68
H -2.12 0.70 -1.76
H -2.96 1.34 -0.34
C -0.51 -1.62 -1.68
H -1.16 -2.09 -2.44
H 0.30 -2.35 -1.52
Co 2.34 1.08 2.25
H 1.00 1.01 0.61
O 2.14 -0.52 4.96
Cl 1.97 -1.07 3.64
O 1.64 -2.47 3.69
O 0.89 -0.29 2.92
O 3.19 -0.78 2.81
*
```

The value obtained for the energy above the lowest of the compared OMol25 structures with the same formula, charge and spin is 0.00 kcal/mol. The LUMO energy (alpha / beta) is -0.04333 / -0.04551 Ha. As for the HOMO-LUMO gap (alpha / beta): 6.629 / 7.810 eV.

[8]
Density functional theory data (the ωB97M-V functional and the def2-TZVPD basis) for a 2-piece molecular cluster, C2H2N2O3S overall at a distorted geometry.

```
! wB97M-V def2-TZVPD RIJCOSX def2/J DEFGRID3
* xyz 0 1
C -1.60 0.65 -0.60
C -0.26 0.72 -0.10
N -2.69 0.56 -0.91
N 0.82 0.20 -0.85
O 0.65 -0.29 -1.95
O 1.90 0.41 -0.26
O 0.17 1.39 0.88
S -0.37 -2.13 0.91
H 1.21 1.32 0.93
H 0.18 -2.82 1.95
*
```

The value obtained for the energy above the lowest of the compared OMol25 structures with the same formula, charge and spin is 154.23 kcal/mol. The LUMO energy (alpha / beta) is -0.08696 / -0.10781 Ha. As for the HOMO-LUMO gap (alpha / beta): 8.137 / 6.549 eV.

| no. | electronic energy (Ha) |
| --- | --- |
| 1 | -3748.98154 |
| 2 | -661.92684 |
| 3 | -4003.66940 |
| 4 | -955.47178 |
| 5 | -840.79055 |
| 6 | -1802.03787 |
| 7 | -2456.10798 |
| 8 | -810.60596 |